The following is a quantum chemistry calculation of a cluster of 17 separate species, H34O17 in total at a distorted geometry, from the Open Molecules 2025 dataset.

Properties
highest occupied orbital energy	-0.3944	Eh
HOMO-LUMO gap	10.25	eV
DFT total energy	-35358.654	eV
energy above the lowest of the compared OMol25 structures with the same formula, charge and spin	3.3569	eV

Positions of all 51 atoms, in Å:
O1 -0.34 0.59 -1.95
H1 0.10 1.45 -1.96
H2 -0.90 0.72 -1.19
O2 4.30 3.00 -1.89
H3 3.66 2.77 -2.58
H4 4.97 2.33 -1.76
O3 1.96 2.87 -3.35
H5 2.12 1.99 -2.97
H6 1.48 3.45 -2.77
O4 -2.30 -4.25 0.43
H7 -2.81 -4.45 -0.36
H8 -2.25 -5.08 0.90
O5 2.11 -3.87 -1.37
H9 3.06 -3.81 -1.43
H10 1.58 -3.36 -1.97
O6 2.89 -0.02 -1.85
H11 1.96 -0.12 -1.64
H12 3.49 -0.68 -1.49
O7 -2.86 0.94 3.69
H13 -3.04 1.54 2.98
H14 -2.16 1.22 4.28
O8 4.12 -2.53 -0.61
H15 4.75 -3.22 -0.56
H16 3.54 -2.31 0.10
O9 -5.97 1.18 -0.71
H17 -5.57 0.75 0.04
H18 -5.44 1.94 -0.96
O10 -2.53 -0.77 -2.12
H19 -1.62 -0.65 -2.46
H20 -2.91 -0.08 -2.68
O11 -2.69 -0.65 0.69
H21 -1.87 -0.20 0.57
H22 -3.13 -0.79 -0.15
O12 3.43 3.60 1.00
H23 2.52 3.30 0.86
H24 3.62 3.67 0.05
O13 0.25 4.05 0.10
H25 0.45 3.11 0.24
H26 0.66 4.48 0.86
O14 -0.76 -2.51 2.42
H27 -1.26 -1.81 2.83
H28 -1.30 -3.08 1.86
O15 0.76 -1.22 0.73
H29 0.27 -1.91 0.29
H30 0.82 -1.66 1.61
O16 0.74 1.48 0.71
H31 1.14 0.66 0.35
H32 -0.19 1.38 0.57
O17 -2.86 -1.51 4.30
H33 -2.95 -1.15 3.41
H34 -3.00 -0.79 4.91

The following is a quantum chemistry calculation of a structure of composition H34O21SSr at a distorted geometry, from the Open Molecules 2025 dataset.

Properties
highest occupied orbital energy	-0.3562	Eh
HOMO-LUMO gap	7.64	eV
DFT total energy	-55223.327	eV

Positions of all 57 atoms, in Å:
Sr1 -8.80 5.84 13.00
S1 -7.72 3.36 10.42
O1 -7.84 1.97 10.60
O2 -6.36 3.79 10.69
O3 -8.25 3.76 9.15
O4 -8.45 4.07 11.44
O5 -10.43 6.77 11.20
H1 -10.41 6.06 10.56
H2 -11.28 6.95 11.63
O6 -8.40 3.64 14.54
H3 -8.24 3.29 15.38
H4 -8.08 2.94 13.94
O7 -8.98 7.04 8.75
H5 -9.85 7.46 8.92
H6 -9.13 6.28 8.28
O8 -4.97 5.49 9.38
H7 -5.48 4.95 10.01
H8 -4.97 5.08 8.52
O9 -10.55 4.74 9.18
H9 -10.72 4.74 8.20
H10 -9.62 4.51 9.24
O10 -10.68 2.90 11.67
H11 -11.35 3.50 11.28
H12 -9.84 3.41 11.64
O11 -5.91 0.39 10.60
H13 -5.76 -0.03 9.73
H14 -6.76 0.94 10.53
O12 -4.77 2.59 12.20
H15 -5.47 3.07 11.70
H16 -4.99 1.63 12.23
O13 -10.16 -0.11 11.88
H17 -9.74 0.67 12.05
H18 -9.96 -0.28 10.94
O14 -9.21 2.99 7.01
H19 -8.75 3.31 7.79
H20 -8.85 3.59 6.39
O15 -10.86 1.81 9.02
H21 -10.64 2.08 9.94
H22 -10.30 2.36 8.51
O16 -7.27 5.00 7.15
H23 -6.72 4.39 6.68
H24 -7.66 4.50 7.87
O17 -7.53 7.04 10.83
H25 -6.84 6.68 10.33
H26 -8.14 7.46 10.21
O18 -8.63 -0.22 9.28
H27 -8.49 0.71 9.50
H28 -8.33 -0.36 8.37
O19 -6.26 5.21 12.78
H29 -5.44 5.77 12.68
H30 -6.28 4.70 11.97
O20 -7.58 1.32 13.15
H31 -7.75 1.67 12.32
H32 -7.02 0.60 12.84
O21 -4.07 2.80 9.35
H33 -3.63 3.59 9.17
H34 -4.71 3.03 10.04

The following is a quantum chemistry calculation of a cluster of 17 separate species, H35O17 in total at a distorted geometry, from the Open Molecules 2025 dataset.

Properties
highest occupied orbital energy	-0.4922	Eh
HOMO-LUMO gap	10.42	eV
DFT total energy	-35365.869	eV
energy above the lowest of the compared OMol25 structures with the same formula, charge and spin	6.4552	eV
total charge	+1

Positions of all 52 atoms, in Å:
O1 0.63 0.47 -1.61
H1 -1.56 2.44 3.92
H2 -2.89 1.65 4.44
O2 -2.14 2.21 4.58
H3 0.62 -4.72 -0.28
H4 2.55 -3.81 1.69
O3 -0.05 2.89 0.72
H5 -0.56 3.19 1.41
H6 0.23 3.70 0.23
O4 2.45 1.27 -3.23
H7 3.44 1.18 -3.07
H8 -2.20 -2.66 1.35
O5 -1.56 -1.99 1.75
H9 2.10 -1.54 -3.89
O6 1.13 -0.58 1.41
H10 1.40 -1.48 1.48
H11 -0.17 -1.19 -5.37
O7 -4.13 0.45 1.01
H12 -1.00 5.59 -0.86
H13 3.02 -0.77 -0.38
O8 -0.71 0.41 3.32
H14 0.96 -0.42 -1.39
H15 1.26 2.69 3.72
O9 -0.06 -4.34 -0.84
H16 3.67 -3.96 0.58
H17 0.19 -3.54 -1.36
O10 0.30 -0.69 -4.65
H18 -4.94 0.91 1.20
H19 -0.12 0.17 -4.96
O11 -3.49 -1.35 -3.67
H20 -1.56 0.88 1.57
H21 -2.12 -1.78 2.52
O12 3.66 -0.84 0.29
H22 -3.15 -0.50 -4.04
H23 4.48 -0.65 -0.10
O13 -1.55 0.36 0.64
H24 1.31 0.73 -2.32
H25 -0.47 0.13 0.35
O14 1.09 2.13 4.55
H26 -4.23 -0.52 0.85
H27 1.67 0.15 1.69
O15 2.56 -2.08 -3.24
H28 -1.99 -0.57 0.88
H29 -0.01 0.84 3.79
O16 3.20 -3.41 1.17
H30 0.36 2.83 4.67
H31 2.57 2.18 -3.47
O17 -1.74 5.09 -1.17
H32 -1.57 4.22 -0.71
H33 -0.51 -0.41 2.90
H34 -3.15 -2.13 -4.07
H35 2.77 -2.82 -3.99

The following is a quantum chemistry calculation of a structure of composition H35O17 at a distorted geometry, from the Open Molecules 2025 dataset.

Properties
highest occupied orbital energy	-0.4661	Eh
HOMO-LUMO gap	9.66	eV
DFT total energy	-35367.195	eV
energy above the lowest of the compared OMol25 structures with the same formula, charge and spin	5.1287	eV
total charge	+1

Positions of all 52 atoms, in Å:
O1 -1.52 1.52 -0.62
H1 -1.31 0.91 0.19
H2 -1.98 1.10 -1.38
O2 -2.92 2.43 2.70
H3 -1.78 -0.46 2.11
H4 -2.36 3.08 2.29
O3 1.92 -2.02 -2.72
H5 2.68 -2.53 -2.85
H6 1.13 -2.51 -3.21
O4 0.55 -4.37 -3.15
H7 0.99 -4.84 -2.43
H8 -2.72 -3.99 -1.75
O5 2.03 0.52 -2.36
H9 0.37 1.78 -4.82
O6 0.09 -2.99 0.80
H10 -0.65 -3.47 0.90
H11 0.89 -3.55 0.60
O7 -2.21 -1.54 3.50
H12 -2.57 -2.16 2.81
H13 -3.00 -1.32 4.07
O8 1.05 1.17 -4.48
H14 1.97 -0.29 -2.83
H15 1.02 0.58 -5.22
O9 4.04 -1.60 -0.18
H16 1.55 0.74 -1.39
H17 4.52 -1.42 -0.97
O10 1.31 -0.64 2.85
H18 1.91 0.01 3.19
H19 1.35 -1.23 3.52
O11 1.55 4.01 1.73
H20 1.54 3.02 1.61
H21 0.78 3.83 2.35
O12 -1.05 0.02 1.68
H22 0.57 1.01 0.36
H23 -0.44 -0.60 1.57
O13 -0.95 -0.73 -1.53
H24 -1.60 -1.33 -1.93
H25 -0.38 -1.50 -1.30
O14 -1.94 4.54 0.66
H26 -1.98 3.68 0.28
H27 0.14 1.66 -1.04
O15 -2.59 -3.20 -1.19
H28 -3.44 -3.12 -0.77
H29 -3.69 2.69 2.98
O16 0.96 1.35 -0.49
H30 -0.31 -4.55 -2.77
H31 -1.00 4.47 1.07
O17 0.05 2.29 2.98
H32 -0.20 1.73 2.19
H33 -0.85 2.54 3.35
H34 1.64 1.05 -3.00
H35 4.32 -1.18 0.62

The following is a quantum chemistry calculation of a cluster of 17 separate species, H35O17 in total at a distorted geometry, from the Open Molecules 2025 dataset.

Properties
highest occupied orbital energy	-0.4645	Eh
HOMO-LUMO gap	9.05	eV
DFT total energy	-35366.732	eV
energy above the lowest of the compared OMol25 structures with the same formula, charge and spin	5.5922	eV
total charge	+1

Positions of all 52 atoms, in Å:
O1 0.04 -1.69 -5.22
H1 -0.79 -4.47 1.72
H2 -0.25 -4.84 3.05
O2 -0.13 -5.05 2.14
H3 -1.88 -4.36 -1.09
H4 -2.10 -0.65 -0.32
O3 1.11 1.72 -0.25
H5 0.57 1.82 0.53
H6 0.70 1.72 -1.11
O4 3.75 2.93 -0.24
H7 2.68 2.83 -0.31
H8 -1.65 1.63 -1.28
O5 -1.96 0.02 1.34
H9 4.16 2.01 -0.11
O6 -2.20 -2.73 1.78
H10 -3.02 -2.82 2.31
H11 -0.12 1.43 -3.94
O7 -3.36 2.64 1.03
H12 -0.65 4.86 -1.13
H13 2.18 -3.58 3.71
O8 -0.87 1.08 -1.60
H14 -0.20 -2.25 -4.41
H15 2.21 2.42 4.42
O9 -1.81 -4.04 -2.03
H16 -2.16 -1.87 -1.29
H17 -2.70 -4.25 -2.40
O10 -0.41 1.04 -4.72
H18 -2.50 2.77 0.76
H19 -0.13 0.24 -5.04
O11 3.34 0.80 0.57
H20 -0.13 3.24 2.11
H21 -1.04 0.08 1.47
O12 2.20 -3.11 2.77
H22 2.44 0.59 0.19
H23 2.32 -3.95 2.21
O13 0.03 2.29 2.19
H24 -0.90 -1.63 -5.39
H25 0.65 2.37 2.91
O14 1.53 1.75 4.27
H26 -4.14 3.02 0.69
H27 -1.98 -1.74 1.77
O15 2.40 -1.35 -1.18
H28 -2.58 0.75 1.34
H29 1.73 -2.05 -1.27
O16 -2.37 -0.85 -1.27
H30 1.79 0.89 4.68
H31 4.09 2.88 -1.32
O17 -1.15 4.37 -0.49
H32 -2.05 4.10 -0.90
H33 -1.23 0.14 -1.58
H34 3.28 0.45 1.45
H35 3.30 -1.58 -1.51

The following is a quantum chemistry calculation of a cluster of 19 separate species, H37O19 in total at a distorted geometry, from the Open Molecules 2025 dataset.

Properties
highest occupied orbital energy (alpha / beta)	-0.3926 / -0.3926	Eh
HOMO-LUMO gap (alpha / beta)	9.82 / 3.65	eV
DFT total energy	-39495.135	eV
2S+1	2
energy above the lowest of the compared OMol25 structures with the same formula, charge and spin	4.2716	eV

Positions of all 56 atoms, in Å:
O1 -1.77 -3.07 -1.79
H1 0.67 -0.48 1.16
H2 -2.44 0.27 3.60
O2 -1.60 1.79 -2.95
H3 2.91 -1.60 -1.01
H4 -1.22 0.90 -2.77
O3 -2.54 -0.64 3.22
H5 1.18 -4.05 -2.41
H6 2.41 1.70 -3.84
O4 0.03 -1.96 4.64
H7 -0.35 -2.75 4.34
H8 -0.42 -1.45 3.90
O5 -4.93 0.48 1.06
H9 1.75 -0.06 3.49
H10 -4.63 0.74 0.11
O6 -2.13 3.05 1.52
H11 0.69 0.50 -0.59
H12 -1.33 3.03 1.01
O7 1.66 1.84 -3.30
H13 -3.38 0.35 -1.23
H14 1.03 1.08 -3.45
O8 -3.80 0.70 -2.02
H15 -1.27 -1.19 -3.10
O9 3.66 2.36 -0.17
H16 -0.51 -0.04 -1.39
H17 4.18 2.45 -0.93
O10 1.00 -3.17 -2.45
H18 3.74 -0.41 -0.76
H19 0.29 -2.78 -1.85
O11 -0.01 3.05 0.07
H20 -0.59 3.32 -0.66
H21 -0.58 -2.23 0.92
O12 3.46 -1.24 -0.47
H22 -2.42 3.89 1.94
H23 3.32 0.28 3.62
O13 -0.22 0.32 -0.32
H24 3.97 0.78 2.18
H25 -3.04 1.24 -2.46
O14 -0.69 -0.60 -2.60
H26 -1.82 -0.66 2.50
H27 2.99 1.67 -0.60
O15 1.90 -0.77 -2.21
H28 0.95 -0.79 -2.18
H29 2.15 -1.54 -2.82
O16 3.46 0.18 2.65
H30 -4.12 0.71 1.62
H31 -2.27 -2.37 -2.16
O17 1.65 0.41 4.39
H32 0.06 2.04 -0.16
H33 1.18 -0.15 5.02
O18 1.21 -1.16 1.55
H34 1.96 -0.75 1.90
H35 -1.21 2.15 -3.58
O19 -1.29 -1.87 0.53
H36 -1.88 -2.59 -0.90
H37 -1.01 -0.94 0.16